[1]
{"formula": "C20H57NO13", "method": "wB97M-V/def2-TZVPD", "species": ["C", "O", "C", "C", "N", "C", "C", "O", "C", "H", "H", "H", "H", "H", "H", "H", "H", "H", "H", "H", "H", "H", "H", "H", "C", "C", "O", "H", "H", "H", "H", "H", "H", "C", "C", "O", "H", "H", "H", "H", "H", "H", "C", "C", "O", "H", "H", "H", "H", "H", "H", "C", "C", "O", "O", "H", "H", "H", "H", "H", "H", "C", "C", "O", "O", "H", "H", "H", "H", "H", "H", "C", "C", "O", "O", "H", "H", "H", "H", "H", "H", "C", "C", "O", "O", "H", "H", "H", "H", "H", "H"], "coordinates": [[-2.15424, -1.63536, 3.94981], [-0.68591, -1.42771, 3.68352], [-0.31006, -0.10024, 3.31274], [1.19026, -0.11021, 3.20344], [1.70172, 1.08943, 2.57994], [1.39136, 2.34074, 3.15129], [2.38528, 2.69327, 4.28085], [2.61993, 3.92433, 4.42077], [1.61173, 4.78780, 4.76719], [-2.79593, -1.01621, 3.32695], [-2.35342, -1.42609, 4.96697], [-2.32341, -2.64529, 3.84531], [-0.73598, 0.60859, 4.04105], [-0.82349, 0.26250, 2.46210], [1.53000, -0.76013, 2.46220], [1.63717, -0.20508, 4.14639], [1.43078, 1.05271, 1.56670], [0.42588, 2.38518, 3.63652], [1.46390, 3.20519, 2.44892], [3.29140, 2.24813, 4.03134], [2.25739, 2.14032, 5.14009], [1.18810, 4.57193, 5.72087], [0.85244, 4.83436, 3.99897], [2.07078, 5.72215, 4.91548], [0.22259, 3.12311, -3.93652], [0.98287, 1.92989, -3.58587], [0.30560, 0.71584, -3.92026], [-0.37226, 3.39277, -3.08821], [-0.45122, 3.03286, -4.85487], [0.80688, 4.08394, -4.08453], [1.48326, 1.97424, -2.61904], [1.75644, 1.96226, -4.31377], [0.88773, 0.29528, -4.58614], [2.75132, 4.46851, -0.26146], [3.36988, 3.28115, 0.22208], [2.60707, 2.14642, -0.24827], [3.14712, 5.32848, 0.28403], [1.68621, 4.44324, -0.32164], [3.02418, 4.54425, -1.34275], [3.46100, 3.38852, 1.32079], [4.38723, 3.25874, -0.17368], [3.05133, 1.36755, 0.14040], [-4.72694, -2.79502, -0.15336], [-5.30493, -4.13723, -0.38050], [-4.27195, -5.06191, -0.20084], [-5.43581, -2.04945, -0.54887], [-3.86226, -2.66043, -0.82456], [-4.29218, -2.52512, 0.84401], [-5.81904, -4.30875, -1.37739], [-5.95181, -4.35214, 0.50248], [-4.70744, -5.97784, -0.20254], [-1.90715, 1.20497, 0.07485], [-0.49119, 1.36100, -0.11988], [-0.14764, 2.64749, -0.00248], [-2.49318, -0.03597, -0.19636], [-2.42052, 2.04043, -0.52519], [-2.16239, 1.59054, 1.13483], [-0.21732, 1.08217, -1.13496], [0.10067, 0.63678, 0.41344], [0.78031, 2.57837, -0.23530], [-2.41829, -0.22287, -1.10203], [-0.74109, -2.54629, -3.74832], [-1.86561, -1.91485, -3.09347], [-1.18759, -0.83558, -2.44798], [-1.35055, -3.47085, -4.62843], [-0.12312, -3.08259, -3.01160], [0.04189, -1.85654, -4.20233], [-2.32624, -2.67568, -2.42408], [-2.62973, -1.48137, -3.73745], [-0.77817, -0.27032, -3.05812], [-0.79667, -3.81858, -5.36330], [-0.72000, -2.55297, 0.69435], [-1.20496, -3.87650, 0.42775], [-2.16008, -4.25789, 1.30402], [-0.01573, -1.93526, -0.40577], [-0.11904, -2.32253, 1.58557], [-1.53088, -1.89693, 1.02555], [-0.45544, -4.64477, 0.51512], [-1.62553, -3.84404, -0.51932], [-2.83625, -4.36409, 0.68139], [-0.61124, -1.67524, -1.13793], [3.44081, -1.04358, -1.25829], [2.79839, -1.13257, -2.49406], [3.63226, -1.64640, -3.48907], [2.42589, -0.67106, -0.34243], [4.37802, -0.47533, -1.20895], [3.77024, -2.07380, -0.93117], [2.55443, -0.08546, -2.88721], [1.82137, -1.59636, -2.38936], [4.44382, -1.17628, -3.58738], [1.54693, -1.06865, -0.52281]], "atomic_forces_ev_per_a": [[2.71, 2.08, -0.50], [-2.12, -0.12, 0.03], [-0.96, -0.85, 1.92], [-0.96, 2.33, -0.92], [0.23, 0.16, -2.63], [0.32, 1.69, 1.29], [-1.06, -5.46, -2.95], [2.36, 6.71, 0.85], [-0.48, 0.02, -0.08], [0.14, -0.04, -0.34], [-0.11, 0.66, 1.25], [-0.37, -2.22, -0.80], [0.64, -0.09, 0.56], [-0.27, -0.18, -1.79], [0.26, -2.34, -0.42], [0.69, -0.72, 1.33], [0.47, 0.26, 1.57], [-0.90, 0.06, -0.29], [-0.14, -0.91, 0.09], [2.00, -0.87, -1.30], [-1.57, -1.08, 2.83], [-0.72, -0.68, 0.88], [-0.44, 0.17, -0.16], [0.46, 1.44, -0.21], [-1.98, 2.82, -0.69], [1.68, -0.25, -1.55], [0.34, -0.45, -0.32], [-1.06, 0.21, 0.39], [0.99, -0.20, 1.25], [-0.03, -1.41, 0.03], [-0.54, -0.39, 0.33], [1.49, -0.14, -0.36], [-0.80, 0.09, 0.70], [0.01, 2.43, -2.80], [0.83, -1.73, 1.28], [1.31, 0.16, 0.85], [-0.36, 0.15, -0.26], [-0.87, 0.13, 0.75], [-0.07, 0.47, 0.58], [-0.24, -0.95, -0.24], [0.15, -0.41, 0.09], [-0.78, -0.07, -0.39], [0.92, 1.93, -1.16], [-1.27, -0.74, 1.34], [-0.08, -3.21, -0.68], [0.17, 0.05, 0.70], [-0.11, -0.14, 0.02], [-0.99, -0.56, -0.63], [0.44, 0.58, 1.14], [-0.65, 0.34, -1.01], [1.34, 1.90, 0.08], [-3.66, 2.58, 1.05], [0.85, -2.89, -2.30], [0.85, 2.66, 1.00], [-0.40, 0.28, 2.72], [0.61, -1.05, 0.37], [0.23, -1.19, -1.20], [-0.33, -0.59, -0.71], [0.19, -0.24, 1.03], [0.81, 0.83, 0.19], [0.51, -0.23, -2.05], [2.18, -1.98, -1.94], [-0.01, 1.50, 0.44], [-2.64, -1.31, 3.24], [0.45, -0.85, -1.59], [-0.26, 0.01, 0.14], [-1.41, -0.45, -0.07], [0.21, 1.03, 0.09], [-0.03, -0.43, -0.32], [1.21, 1.51, -1.79], [-0.26, 0.57, 1.11], [1.29, 4.32, 1.24], [2.46, -1.25, 0.55], [-0.84, -0.06, 2.61], [0.00, -0.66, 0.09], [0.55, -1.24, -0.26], [-0.69, -0.12, -0.79], [1.01, -0.16, -0.73], [-0.46, -0.24, -2.43], [-2.76, -0.98, -0.23], [0.28, 0.19, 0.61], [0.53, -2.51, 4.38], [-0.75, 3.27, -4.44], [-0.82, -2.36, -1.18], [0.61, 1.48, 1.20], [-0.60, 0.67, 0.09], [-0.02, 0.61, -0.52], [-0.11, -0.88, 0.99], [0.25, -0.85, -0.50], [0.62, 0.72, 0.24], [0.33, -0.33, 0.05]], "homo_lumo_gap_ha": 0.3021, "smiles": "COCCNCCOC.OCCO.OCCO.OCCO.OCCO.CCO.CCO.CCO", "lumo_ha": 0.009, "e_tot_ev": -49762.7116, "e_above_lowest_ev": 2.4511, "homo_ha": -0.293}

=====

[2]
{"formula": "C20H57NO16", "method": "wB97M-V/def2-TZVPD", "species": ["C", "C", "O", "O", "H", "H", "H", "H", "H", "H", "C", "C", "O", "O", "H", "H", "H", "H", "H", "H", "C", "C", "O", "O", "H", "H", "H", "H", "H", "H", "C", "C", "O", "O", "H", "H", "H", "H", "H", "H", "C", "C", "O", "O", "H", "H", "H", "H", "H", "H", "C", "C", "O", "O", "H", "H", "H", "H", "H", "H", "C", "C", "O", "O", "H", "H", "H", "H", "H", "H", "C", "O", "C", "C", "N", "C", "C", "O", "C", "H", "H", "H", "H", "H", "H", "H", "H", "H", "H", "H", "H", "H", "H", "H"], "coordinates": [[4.00801, -2.49646, 2.58827], [3.87078, -0.91700, 2.33896], [3.02988, -0.76882, 1.13662], [2.72494, -3.13532, 2.76919], [4.69646, -2.45722, 3.43243], [4.35750, -2.87647, 1.62831], [4.72779, -0.30040, 2.06797], [3.43020, -0.42816, 3.20789], [2.72775, 0.14120, 1.09011], [2.37510, -2.87235, 1.91477], [-0.37529, -3.35508, 0.99138], [-0.67921, -4.86707, 1.09098], [-0.47375, -5.48976, -0.12631], [0.87005, -3.20497, 0.44102], [-0.36843, -2.73594, 1.88844], [-1.13366, -2.79144, 0.44797], [-1.72140, -5.08214, 1.32695], [-0.00005, -5.24957, 1.85291], [-1.10161, -6.21496, -0.08776], [0.86451, -3.77642, -0.33035], [-4.64301, -1.00022, -1.03271], [-5.92184, -1.82466, -0.65378], [-6.11495, -1.69890, 0.72527], [-4.64526, 0.35074, -0.41946], [-4.55545, -0.80285, -2.10111], [-3.77944, -1.62534, -0.80562], [-5.98723, -2.79206, -1.15175], [-6.80499, -1.27233, -0.97484], [-5.79552, -0.82445, 0.95955], [-5.04608, 0.97617, -1.02756], [1.23831, 0.78568, 3.85939], [0.49920, 2.10031, 4.18521], [1.56734, 3.13896, 4.28456], [0.41968, -0.24432, 3.40479], [1.76457, 0.39540, 4.73051], [2.01355, 1.06989, 3.14783], [-0.13377, 2.08398, 5.07244], [-0.06389, 2.20467, 3.25778], [1.34967, 3.92571, 3.77935], [0.16581, -0.04397, 2.50090], [5.29936, -1.64454, -2.67189], [4.56249, -1.27598, -1.42448], [3.51417, -2.19293, -1.27089], [6.24570, -2.61123, -2.37669], [5.72208, -0.77018, -3.16676], [4.71579, -2.23515, -3.37809], [4.13603, -0.27288, -1.42402], [5.24736, -1.24360, -0.57713], [3.04356, -1.96999, -0.46439], [6.79730, -2.15574, -1.73648], [-4.07451, 3.42321, -1.44837], [-3.96417, 4.95113, -1.75688], [-5.27632, 5.55439, -1.76349], [-4.57400, 2.53562, -2.46598], [-4.65067, 3.33298, -0.52751], [-3.14522, 3.10978, -0.97267], [-3.45369, 5.00782, -2.71828], [-3.30289, 5.42228, -1.02968], [-5.72106, 5.17006, -2.52251], [-3.89341, 2.23566, -3.07297], [1.66673, -1.75426, -4.27747], [0.23565, -2.15112, -3.72163], [-0.47856, -2.97698, -4.51894], [2.23963, -0.75598, -3.49525], [1.57880, -1.28371, -5.25672], [2.31461, -2.63001, -4.31503], [-0.41363, -1.36826, -3.32960], [0.50460, -2.68841, -2.81219], [-1.33287, -2.97631, -4.08105], [2.73878, -1.15361, -2.77807], [-2.60753, 1.00089, 2.03008], [-1.39096, 0.44382, 1.38895], [-1.20721, 0.50346, -0.00316], [0.28955, 0.14290, -0.28000], [1.13761, 1.13076, 0.45240], [1.25003, 2.38109, -0.41810], [1.96866, 3.41857, 0.51669], [1.15593, 3.98371, 1.53038], [0.09662, 4.68632, 1.03722], [-2.69049, 2.08230, 1.92159], [-2.68223, 0.81461, 3.10145], [-3.53162, 0.48902, 1.76150], [-1.55275, 1.47493, -0.35665], [-1.83742, -0.26788, -0.44583], [0.44794, 0.03762, -1.35329], [0.36460, -0.89358, 0.04889], [0.65184, 1.34692, 1.31112], [0.25399, 2.75732, -0.65148], [1.70285, 2.20013, -1.39294], [2.54640, 4.15433, -0.04276], [2.80903, 2.97063, 1.04699], [-0.29730, 5.34338, 1.81259], [-0.72859, 3.99364, 0.87183], [0.21318, 5.14896, 0.05718]], "atomic_forces_ev_per_a": [[-0.60, 2.34, -0.84], [-1.02, -0.59, -0.88], [-0.14, -0.45, 0.87], [1.74, 1.36, 0.40], [-0.15, -1.27, 0.03], [1.02, -0.25, 0.37], [0.84, -0.82, 0.43], [-0.37, -0.28, -0.03], [0.13, 0.31, -0.02], [-1.24, -0.54, -0.24], [-1.62, 0.07, 0.76], [-0.57, 1.44, 1.73], [0.31, -0.37, -1.22], [1.58, 0.52, -1.10], [0.05, -0.92, 0.86], [-0.44, -0.32, -0.92], [-0.02, 0.53, 0.85], [-0.06, -0.25, 0.18], [0.31, -0.27, -0.71], [0.50, -0.22, -0.43], [-1.10, 0.48, -0.85], [-0.32, 3.19, -0.77], [0.63, -1.72, 1.32], [0.55, -2.09, 0.52], [-0.33, -0.37, -0.24], [0.36, 0.59, 0.80], [0.44, -0.36, 0.89], [0.03, 0.06, -1.34], [-0.05, 0.24, 0.01], [-0.12, -0.02, -0.48], [0.43, 0.42, 1.50], [2.02, 0.57, -0.97], [-1.24, -1.53, 0.35], [-0.09, -0.19, -0.15], [0.03, 0.09, 0.08], [0.19, 0.08, -0.33], [0.09, -0.01, -0.13], [-0.66, 0.80, 0.13], [-0.30, -0.15, -0.12], [-0.64, -0.31, 0.10], [-0.41, -0.38, -0.95], [-0.51, 0.72, 0.05], [-0.45, -0.60, 0.05], [1.54, -0.14, 0.74], [0.08, 0.14, -0.10], [-0.87, 0.87, -0.13], [0.02, 0.46, -0.46], [0.23, -0.39, 0.20], [-0.16, -0.01, 0.38], [0.74, -0.61, 0.18], [0.51, 0.71, 1.09], [-1.07, -1.64, -0.58], [1.52, -0.25, 0.05], [-0.20, 0.75, 0.93], [-1.09, -0.10, -0.45], [0.86, -0.39, -0.84], [-0.10, 0.46, -0.32], [-0.45, 0.11, 0.23], [-0.28, 0.05, -0.12], [0.27, 0.29, 0.07], [-1.84, 0.33, -0.53], [2.78, 0.45, 1.82], [-1.22, -0.91, -1.42], [0.15, 0.97, 0.86], [-0.12, -0.48, -0.27], [-0.24, -0.18, -0.17], [0.41, 1.10, -0.45], [0.18, -0.27, 0.65], [-0.36, -0.63, -0.57], [-0.05, -0.42, 0.26], [-0.22, -0.48, -0.10], [-0.47, 0.48, 1.58], [-0.96, 0.05, 0.95], [-0.29, -0.70, 0.35], [-3.33, 0.57, -4.60], [1.58, 0.29, 2.56], [0.98, -0.08, -0.13], [1.86, -1.02, -0.49], [-2.56, 0.18, -0.31], [0.13, -0.03, -0.51], [1.44, -0.19, 0.12], [0.26, 0.14, -1.13], [0.36, 0.20, -0.42], [0.22, -0.10, -0.54], [0.56, 0.80, -0.06], [0.51, 0.00, 0.76], [0.41, 0.19, 1.15], [-0.42, -0.30, 0.32], [0.43, -0.37, 0.35], [-0.73, 0.55, -0.48], [-0.25, -0.65, 0.18], [0.37, 0.40, -0.25], [-0.53, -0.30, -0.10], [0.60, 0.57, 0.20]], "homo_lumo_gap_ha": [0.3489, 0.1394], "multiplicity": 2, "lumo_ha": [-0.098, -0.307], "e_tot_ev": -55897.2940, "charge": 1, "e_above_lowest_ev": 0.3458, "homo_ha": [-0.447, -0.447]}